C26H30BrF4IN2OPRuS2 | ωB97M-V/def2-TZVPD

```
69
Properties=species:S:1:pos:R:3:lowdin_charge:R:1
Ru 0.571 0.377 1.306 0.545
C 3.582 -0.287 2.432 -0.165
C 3.591 0.995 1.633 -0.175
N 2.314 1.720 1.743 -0.194
C 2.185 2.563 2.946 -0.330
C 1.882 1.798 4.215 -0.394
S 0.582 0.546 3.987 0.886
C 1.430 -0.977 4.512 -0.390
C 1.886 -1.838 3.339 -0.288
N 2.311 -0.994 2.223 -0.170
H 4.437 -0.901 2.137 0.141
H 3.699 -0.086 3.494 0.111
H 4.417 1.625 1.972 0.143
H 3.751 0.775 0.585 0.067
H 2.228 2.342 0.942 0.100
H 3.094 3.155 3.092 0.141
H 1.378 3.256 2.765 -0.027
H 2.745 1.303 4.651 0.078
H 1.510 2.510 4.950 0.100
H 2.248 -0.678 5.165 0.087
H 0.717 -1.536 5.116 0.093
H 2.679 -2.519 3.661 0.142
H 1.060 -2.453 3.006 0.020
H 2.396 -1.575 1.396 0.070
F -3.773 -5.223 -0.808 0.183
C -3.284 -4.002 -0.805 -0.119
C -3.651 -3.097 -1.785 -0.117
F -4.516 -3.452 -2.714 0.177
C -3.118 -1.816 -1.781 -0.188
F -3.531 -0.990 -2.731 0.143
C -2.215 -1.401 -0.810 -0.315
P -1.495 0.272 -0.779 1.030
C -1.102 0.646 -2.516 -0.341
C 0.130 0.233 -3.019 -0.097
C 0.449 0.449 -4.353 -0.067
C -0.449 1.095 -5.188 -0.046
C -1.674 1.515 -4.692 -0.040
C -2.003 1.296 -3.364 -0.086
C -2.949 1.264 -0.381 -0.484
C -3.028 2.605 -0.768 -0.215
C -4.118 3.375 -0.390 -0.059
C -5.110 2.829 0.412 -0.046
C -5.019 1.509 0.831 -0.050
C -3.939 0.731 0.443 -0.087
C -1.904 -2.324 0.169 -0.535
Br -0.790 -1.851 1.616 1.009
C -2.407 -3.605 0.191 -0.249
F -2.072 -4.460 1.151 0.109
H 0.826 -0.254 -2.354 0.044
H 1.399 0.118 -4.752 0.097
H -0.196 1.274 -6.225 0.119
H -2.385 2.007 -5.342 0.121
H -2.972 1.607 -3.005 0.103
H -2.240 3.050 -1.361 0.097
H -4.184 4.405 -0.714 0.119
H -5.947 3.439 0.726 0.119
H -5.787 1.087 1.465 0.117
H -3.879 -0.295 0.787 0.107
C 2.962 -2.687 -1.614 -0.220
S 3.229 -1.015 -1.072 0.883
C 3.490 -0.252 -2.662 -0.224
O 1.870 -0.535 -0.567 -0.665
H 2.193 -2.697 -2.387 0.072
H 2.647 -3.273 -0.752 0.062
H 3.904 -3.079 -2.000 0.080
H 4.558 -0.294 -2.880 0.077
H 3.171 0.786 -2.577 0.076
H 2.924 -0.769 -3.432 0.048
I -0.708 2.660 1.517 0.665
```

As for the expectation value of S²: 0.7745. For the gap between HOMO and LUMO (alpha / beta), the calculation gives 6.1 / 6.6 eV. The relative energy (zero: lowest compared OMol25 entry of this formula, charge and spin) is 167.12 kJ/mol. As for the net charge: +2. The multiplicity is 2.